Record 1
C26H33N3O4 | wB97M-V/def2-TZVPD

Structure (XYZ):
```
66
Properties=species:S:1:pos:R:3:forces:R:3:lowdin_charge:R:1
C -1.394482 -3.691088 3.931327 0.395 0.667 -0.352 -0.061
N -0.318596 -3.068295 3.128846 0.044 -0.052 0.127 -0.171
C 0.580103 -3.968423 2.375085 -0.374 0.779 0.258 -0.057
C -0.182047 -1.664057 3.057656 -0.102 -1.544 0.043 -0.218
C -1.042872 -0.809770 3.764650 -0.132 0.767 0.121 -0.015
C -0.894621 0.580277 3.723518 0.285 -0.580 -0.211 -0.012
C 0.125375 1.179073 2.962979 0.788 -0.065 -0.464 -0.159
C 0.347581 2.644253 2.920666 -1.252 1.212 0.791 -0.141
C -0.552257 3.539796 3.468567 1.807 -1.073 -1.052 0.073
C -0.277486 4.954215 3.438593 -1.308 0.367 0.717 -0.389
O -1.094584 5.735893 3.910774 0.094 0.367 -0.015 0.054
C 0.975019 5.401072 2.850509 0.698 -0.231 -0.374 -0.080
C 1.351959 6.753494 2.823251 0.676 -0.019 -0.369 0.009
C 2.567202 7.130621 2.243108 -0.513 -0.191 0.232 -0.076
C 3.406989 6.161653 1.686813 -0.560 -0.557 0.215 -0.070
C 3.028348 4.815924 1.717189 0.247 0.048 -0.122 0.003
C 1.818350 4.425675 2.300063 0.052 0.729 0.058 -0.172
O 1.509932 3.085871 2.310385 -0.666 -0.501 0.392 0.065
C 0.979738 0.325128 2.243936 -0.362 -0.547 0.269 -0.013
C 0.826609 -1.063650 2.289350 0.235 0.561 -0.182 -0.022
H -2.375818 -3.385055 3.554426 0.004 -0.025 0.106 0.088
H -1.349114 -4.783466 3.888023 0.218 0.314 -0.168 0.080
H -1.306236 -3.398428 4.982425 -0.080 -0.003 -0.041 0.084
H 1.627226 -3.756880 2.613618 -0.033 0.001 -0.082 0.085
H 0.420154 -3.842803 1.300571 0.132 -0.044 -0.039 0.067
H 0.395068 -5.018763 2.619956 -0.159 0.361 0.110 0.084
H -1.844524 -1.207521 4.374372 0.088 -0.039 -0.074 0.097
H -1.582275 1.173081 4.316263 0.117 -0.006 -0.096 0.108
H -1.479741 3.239573 3.933284 0.126 -0.109 -0.093 0.116
H 0.698081 7.509044 3.253821 0.005 -0.337 -0.048 0.123
H 2.856422 8.177418 2.223960 -0.053 -0.154 0.013 0.102
H 4.351155 6.452650 1.234687 -0.147 -0.122 0.061 0.105
H 3.677211 4.058278 1.290327 -0.078 0.025 0.050 0.117
H 1.785948 0.732023 1.640754 -0.141 0.031 0.125 0.114
H 1.522870 -1.664488 1.718365 -0.082 -0.049 0.034 0.087
C 1.978832 -3.301792 -1.284044 -0.218 0.485 -0.237 -0.095
C 0.906841 -2.217222 -1.456265 -0.198 -0.335 -0.330 -0.229
C 0.445334 -1.992937 -2.920056 0.427 0.306 -0.038 -0.312
C 1.632582 -1.498857 -3.772756 -0.550 -0.243 -0.045 -0.048
C -0.736324 -0.984711 -2.974098 0.166 -0.391 0.505 -0.186
N -1.858336 -1.399180 -2.103371 1.402 1.404 -0.545 0.114
C -2.822314 -2.305956 -2.282127 -1.341 -1.387 -0.048 -0.543
C -2.955661 -3.097403 -3.565635 0.248 0.168 0.164 0.017
O -3.617295 -2.506617 -1.377745 -0.183 0.059 0.340 0.030
C -1.196748 -0.593105 -4.392098 0.026 -1.439 -0.677 -0.469
O -1.141186 -1.382477 -5.331229 0.106 0.451 0.392 0.050
N -1.687135 0.644344 -4.531607 -0.165 1.043 0.362 0.023
C -2.178159 1.192654 -5.794372 0.100 -0.475 0.069 -0.054
H 2.917361 -2.990456 -1.740551 0.065 -0.171 -0.018 0.066
H 1.641941 -4.234683 -1.736546 0.111 -0.082 0.009 0.083
H 2.161221 -3.467688 -0.223212 0.056 -0.092 0.012 0.050
H 0.055307 -2.525592 -0.850455 -0.179 0.173 0.041 0.094
H 1.285622 -1.279766 -1.047023 -0.052 0.193 0.052 0.107
H 0.113717 -2.948197 -3.325739 -0.131 -0.081 -0.068 0.131
H 2.017815 -0.557204 -3.381967 0.112 0.074 0.048 0.087
H 1.333873 -1.358248 -4.810938 -0.030 0.071 0.025 0.074
H 2.429636 -2.240257 -3.779263 0.072 0.069 0.098 0.073
H -0.345543 -0.064822 -2.538965 -0.058 0.134 0.259 0.145
H -1.899844 -0.972846 -1.190307 -0.013 0.002 0.000 0.148
H -3.666859 -3.906216 -3.409355 0.011 0.179 0.175 0.086
H -1.997828 -3.520999 -3.853057 0.063 0.098 -0.312 0.072
H -3.325819 -2.445879 -4.354241 0.148 -0.062 -0.180 0.083
H -1.741675 1.225085 -3.709748 0.001 -0.052 -0.104 0.136
H -2.479577 2.232759 -5.661995 0.081 -0.177 0.129 0.085
H -3.032769 0.608269 -6.141305 0.049 0.088 -0.060 0.087
H -1.393694 1.137672 -6.552047 -0.093 0.003 0.042 0.088
```
Forces are in eV/Å.

Results
Structure (SMILES) ... CN(C)c1ccc(-c2cc(=O)c3ccccc3o2)cc1.CC[C@H](C)[C@H](NC(C)=O)C(=O)NC
E_tot ... -1475.79623 a.u.
E_HOMO ... -7.778 eV
Energy relative to the best compared isomer or geometry (same formula, charge and spin) ... 132.4 kJ/mol
Maximum force ... 2.35 eV/A
Gap between HOMO and LUMO ... 7.779 eV
Spin multiplicity ... 1
Molar mass ... 451.57 u
Lowest unoccupied orbital energy ... 0.00003 Ha

=====

Record 2
C24H62O21S6V | wB97M-V/def2-TZVPD

Structure (XYZ):
```
114
Properties=species:S:1:pos:R:3:forces:R:3:lowdin_charge:R:1
O -0.139619 0.327996 -0.084646 1.558 0.112 -0.362 -0.287
V 1.314871 0.422026 -0.670216 -2.325 2.744 -1.171 0.993
C 1.814771 4.254736 1.417204 -1.589 -1.314 -0.157 -0.089
C 2.086081 3.771496 -0.024016 1.117 -0.855 1.482 -0.477
C 3.495341 4.416526 -0.302776 -0.843 -0.565 -0.697 -0.068
O 2.130561 2.314586 -0.124556 -0.507 -0.401 -0.566 -0.339
H 2.393471 3.659676 2.123674 0.776 0.792 0.074 0.071
H 0.813921 3.990326 1.758494 -0.511 -0.247 -0.310 0.056
H 1.771591 5.343716 1.436484 0.873 -0.003 0.422 0.067
H 1.282301 4.221156 -0.606986 0.183 -0.180 -0.750 0.114
H 3.808701 4.134466 -1.307936 0.311 0.098 -0.017 0.054
H 4.246041 4.137256 0.436524 -0.146 -0.629 -0.014 0.072
H 3.488101 5.502656 -0.211276 -0.427 0.117 -0.322 0.066
C -1.483199 0.221286 -3.893336 0.762 -0.883 -0.751 -0.050
C 0.068901 0.163776 -3.906296 0.050 0.561 3.203 -0.560
C 0.645661 0.483876 -5.276456 -0.763 -0.164 -0.339 -0.059
O 0.623621 0.853976 -2.799206 1.303 1.091 1.527 -0.334
H -1.952329 -0.083814 -2.957956 0.402 0.087 0.162 0.056
H -1.717779 -0.551924 -4.624926 -0.687 -0.042 -0.220 0.070
H -1.927529 1.154746 -4.238766 0.313 0.141 0.006 0.072
H 0.406121 -0.832514 -3.620306 -0.562 -0.970 -0.792 0.096
H 0.620941 -0.520494 -5.699216 0.839 0.147 -0.767 0.070
H 1.596441 1.015986 -5.307666 0.218 -0.575 0.323 0.062
H -0.005339 1.067016 -5.927796 -0.332 0.231 0.253 0.069
O -0.731139 -3.385024 -1.208686 3.346 -0.439 0.113 -0.270
S 0.733611 -3.254264 -1.042046 -2.070 1.755 0.129 0.735
O 1.261441 -1.896244 -0.961806 -0.179 -1.637 0.321 -0.355
O 1.158971 -4.031734 0.372214 0.388 1.846 -2.781 -0.253
C 0.503181 -5.260144 0.592674 -1.374 -0.689 2.090 -0.268
C -0.714069 -5.060904 1.594254 0.342 -0.833 -2.288 -0.040
C 1.677121 -4.036194 -2.423256 -1.232 -0.644 1.156 -0.062
H 1.240781 -5.903504 1.072384 0.153 0.052 -0.071 0.116
H 0.180271 -5.761904 -0.319506 -0.073 0.208 -0.095 0.109
H -1.587029 -4.868094 0.970674 -0.034 0.603 0.063 0.068
H -0.577789 -4.250354 2.310174 0.101 -0.445 0.064 0.042
H -0.947849 -6.057514 1.968714 0.270 0.170 0.804 0.079
H 1.170221 -3.806344 -3.360446 0.013 0.515 0.225 0.082
H 1.475781 -5.093134 -2.248816 0.497 -0.203 -0.110 0.058
H 2.733551 -3.768014 -2.411706 -0.320 0.088 0.228 0.050
O -4.026959 4.752796 -1.525166 0.376 0.293 -0.111 -0.311
S -2.737309 4.841456 -2.153736 1.690 -1.522 0.686 0.663
O -2.618559 5.239546 -3.537006 0.029 0.016 1.416 -0.293
O -1.766559 5.868886 -1.249966 0.007 -1.537 -0.276 -0.275
C -1.655189 5.547486 0.182144 -1.676 1.713 1.047 -0.265
C -1.033509 6.795976 0.864274 -0.256 -0.123 -1.502 -0.062
C -1.758809 3.215536 -1.875176 -0.601 1.978 -0.729 -0.059
H -1.117679 4.684116 0.574284 0.482 -0.327 -1.231 0.089
H -2.686309 5.391036 0.499034 -0.093 0.101 0.216 0.101
H -1.444099 7.715496 0.447124 -0.184 -0.115 -0.273 0.073
H -0.000459 6.749736 0.519644 0.285 0.381 0.700 0.063
H -1.183959 6.921026 1.936564 0.336 -0.744 0.013 0.079
H -1.555939 3.093306 -0.811216 -0.293 -0.134 -0.208 0.049
H -0.834089 3.426176 -2.412416 0.023 -0.269 0.060 0.061
H -2.298019 2.393966 -2.346746 -0.062 0.210 0.276 0.044
O -5.274299 1.631826 -1.631596 -2.162 -0.416 0.654 -0.304
S -6.580479 1.267726 -1.078786 0.481 0.541 0.478 0.684
O -7.761519 1.098106 -1.905576 1.528 0.260 1.174 -0.287
O -6.387539 -0.137664 -0.251526 -2.398 2.215 -1.336 -0.289
C -5.099719 -0.390914 0.199974 1.391 -1.330 -1.564 -0.263
C -4.351999 -1.161784 -0.992416 0.113 -0.324 1.745 -0.027
C -6.955589 2.365856 0.415484 -0.155 -0.393 -1.162 -0.084
H -5.327079 -0.979034 1.089084 0.742 -0.457 -0.093 0.104
H -4.588559 0.518546 0.515714 0.204 -0.042 -0.153 0.110
H -3.805979 -0.557194 -1.716586 0.057 0.331 0.605 0.050
H -4.994619 -1.790614 -1.608626 -0.702 0.261 0.372 0.077
H -3.709859 -1.889764 -0.496646 0.612 0.165 -0.220 0.059
H -6.043399 2.519456 0.992034 -0.066 -0.486 -0.017 0.059
H -7.773359 1.867156 0.935724 0.353 -0.176 0.147 0.059
H -7.319709 3.361786 0.163184 0.129 -0.164 -0.673 0.063
O -2.147199 -1.794804 2.559834 0.709 -0.681 0.318 -0.289
S -2.489059 -2.316324 3.857734 -0.159 -1.736 0.733 0.662
O -1.605809 -3.293354 4.577594 -2.140 2.541 -1.864 -0.313
O -2.802609 -1.034554 4.764584 -2.445 -4.072 -0.980 -0.248
C -1.854159 -0.085754 4.799864 1.819 3.039 1.226 -0.339
C -1.422719 0.021886 6.232974 1.146 1.994 0.749 -0.064
C -4.228919 -2.897724 3.681984 1.424 0.879 0.744 -0.075
H -2.357609 0.838446 4.516164 0.158 0.241 -0.076 0.133
H -1.011499 -0.182804 4.115314 -0.074 -0.483 -0.083 0.127
H -0.748279 -0.733344 6.636534 -0.376 -0.297 -0.245 0.084
H -2.215379 0.293486 6.930124 -0.501 -0.850 -0.160 0.083
H -0.880819 0.964546 6.309264 0.668 0.079 -0.142 0.078
H -4.694979 -2.899924 4.667324 0.132 -0.452 -0.059 0.070
H -4.178649 -3.858244 3.169174 -0.242 0.206 0.078 0.074
H -4.661649 -2.067614 3.123644 -0.073 -0.414 -0.297 0.047
O 3.347271 -0.378704 -1.383416 1.032 -0.558 -0.531 -0.354
S 4.559141 -0.435104 -2.179646 -0.089 1.605 -1.128 0.698
O 5.826881 -0.598454 -1.497936 -1.203 0.086 -0.694 -0.278
O 4.393471 -1.611184 -3.299816 -0.348 0.989 1.348 -0.253
C 5.546721 -2.325484 -3.768796 0.241 -0.436 -1.097 -0.264
C 5.115981 -3.730224 -4.196426 1.100 0.431 0.325 -0.062
C 4.506521 1.083246 -3.281396 -0.551 -1.109 0.519 -0.048
H 6.374821 -2.272244 -3.062026 -0.394 -0.407 0.376 0.113
H 5.959241 -1.878274 -4.673186 -0.319 0.645 -0.081 0.118
H 6.032761 -4.145074 -4.615356 0.156 -0.470 0.333 0.081
H 4.453021 -3.773224 -5.060566 -0.505 0.358 0.465 0.086
H 4.792941 -4.298534 -3.324206 -0.138 -0.246 -0.339 0.071
H 3.523931 1.171576 -3.744876 -0.300 -0.772 0.132 0.052
H 5.233561 0.949656 -4.082436 0.313 0.312 0.450 0.069
H 4.514211 1.985016 -2.669146 0.842 -0.205 0.208 0.066
O 2.066671 -0.414734 1.388664 1.322 0.384 1.493 -0.347
S 2.910621 -0.178644 2.567604 2.095 -0.707 2.135 0.771
O 2.931211 1.060686 3.340854 -0.602 -2.066 -1.685 -0.281
O 2.624101 -1.400694 3.717534 -0.867 0.695 -1.551 -0.263
C 2.055531 -2.661604 3.212084 -0.282 0.449 -0.579 -0.289
C 1.647771 -3.637814 4.235624 0.707 -0.175 1.827 -0.082
C 4.758911 -0.745484 2.363424 -1.347 -0.098 -0.364 -0.041
H 2.800891 -3.220444 2.646174 -0.028 0.682 -0.859 0.117
H 1.092681 -2.506054 2.725444 0.595 0.786 -0.960 0.107
H 1.120361 -4.423914 3.695264 -0.132 -0.005 0.279 0.075
H 1.024701 -3.180494 5.004214 -0.199 -0.283 -0.072 0.080
H 2.533301 -4.072314 4.699464 -0.100 -0.174 0.302 0.085
H 4.707221 -1.826964 2.489244 -0.158 0.042 -0.347 0.045
H 5.389011 -0.397374 3.181894 -0.593 0.551 0.027 0.066
H 5.188321 -0.486284 1.395684 -0.328 0.157 0.022 0.049
```
Forces are in eV/Å.

Results
E_tot ... -5864.53524 a.u.
E_HOMO (alpha / beta) ... -7.549 / -7.574 eV
Maximum force ... 4.85 eV/A
Gap between HOMO and LUMO (alpha / beta) ... 7.372 / 7.398 eV
Spin multiplicity ... 2
Molar mass ... 930.09 u
Lowest unoccupied orbital energy (alpha / beta) ... -0.00652 / -0.00648 Ha

=====

Record 3
C5H13NO | wB97M-V/def2-TZVPD

Structure (XYZ):
```
20
Properties=species:S:1:pos:R:3:forces:R:3:lowdin_charge:R:1
C 2.745492 0.311821 -0.629607 0.279 -0.077 -0.403 -0.119
C 1.431720 -0.430680 -0.872469 0.346 0.470 0.453 -0.256
C 0.811487 -0.965470 0.424671 -0.793 -0.600 -0.142 -0.206
C -0.320449 -0.087076 0.946669 0.224 -0.083 0.612 -0.264
N -1.474673 -0.134065 0.095516 0.694 0.326 -0.819 -0.069
C -2.568410 0.705277 0.443613 -0.745 -0.101 0.015 -0.325
O -3.554148 0.690180 -0.574707 0.339 -0.112 -0.277 -0.061
H 3.284710 0.536760 -1.552605 -0.190 -0.047 -0.140 0.067
H 3.441137 -0.266403 -0.028675 0.018 -0.102 0.248 0.066
H 2.576769 1.273049 -0.156848 -0.060 0.105 0.329 0.067
H 0.736138 0.299665 -1.285398 -0.183 -0.210 -0.273 0.097
H 1.569031 -1.224923 -1.602598 0.022 -0.056 -0.023 0.100
H 1.510618 -1.125978 1.241587 0.432 0.211 -0.098 0.105
H 0.394857 -1.972885 0.249342 0.011 0.233 -0.015 0.108
H -0.570942 -0.366953 1.981475 0.058 -0.195 0.042 0.115
H 0.037755 0.940009 1.032286 -0.008 0.255 -0.187 0.118
H -1.683677 -1.058116 -0.246394 -0.438 -0.096 0.313 0.124
H -3.096538 0.401676 1.364420 0.025 0.042 -0.147 0.125
H -2.198202 1.725374 0.588909 0.193 -0.015 0.114 0.120
H -3.072678 0.748736 -1.419184 -0.223 0.052 0.397 0.090
```
Forces are in eV/Å.

Results
Structure (SMILES) ... CCCCNCO
E_tot ... -328.28163 a.u.
E_HOMO ... -8.813 eV
Energy relative to the best compared isomer or geometry (same formula, charge and spin) ... 97.7 kJ/mol
Maximum force ... 1.12 eV/A
Gap between HOMO and LUMO ... 9.883 eV
Spin multiplicity ... 1
Molar mass ... 103.16 u
Lowest unoccupied orbital energy ... 0.03931 Ha

=====

Record 4
C2H4O5P | wB97M-V/def2-TZVPD

Structure (XYZ):
```
12
Properties=species:S:1:pos:R:3:forces:R:3:lowdin_charge:R:1
C 0.147309 -0.490124 -0.217678 -1.317 -3.718 0.421 -0.488
C 1.244023 0.202739 0.465763 1.126 1.071 -1.328 -0.137
O -3.091581 -0.606744 -0.515916 -1.565 -0.958 -0.984 -0.310
O -2.195867 1.364766 0.874852 0.476 -0.458 -0.340 -0.340
O -0.890866 -0.976433 0.817049 1.099 2.122 -1.931 -0.198
O -0.660375 0.260092 -1.045216 -0.578 0.362 0.878 -0.148
O 2.321094 0.664547 -0.515261 -1.151 0.326 2.752 -0.084
P -1.999282 0.120751 0.084897 2.212 0.326 0.991 0.285
H 0.548213 -1.420292 -0.693856 -0.493 0.453 -0.154 0.148
H 1.772499 -0.411450 1.175744 -0.097 -0.292 0.245 0.114
H 0.634141 0.954559 0.956675 1.031 1.234 0.220 0.118
H 2.170690 0.337590 -1.387057 -0.743 -0.467 -0.772 0.040
```
Forces are in eV/Å.

Results
E_tot ... -796.31513 a.u.
Charge ... -1
E_HOMO ... -5.354 eV
Energy relative to the best compared isomer or geometry (same formula, charge and spin) ... 0.0 kJ/mol
Maximum force ... 3.97 eV/A
Gap between HOMO and LUMO ... 8.978 eV
Spin multiplicity ... 1
Molar mass ... 139.02 u
Lowest unoccupied orbital energy ... 0.13318 Ha